No. 1
{"formula": "C3HINOS2", "method": "the ωB97M-V functional and the def2-TZVPD basis", "species": ["C", "C", "C", "N", "O", "S", "S", "I", "H"], "coordinates": [[-1.330049, -0.288446, -0.782986], [0.850604, 1.266893, 0.555609], [-0.625379, -1.148879, 0.004975], [1.268837, 0.231599, -0.139669], [0.862941, -1.068829, 0.036347], [1.292350, 2.833576, 0.532375], [-1.175319, -2.508532, 0.828257], [-3.186726, 0.646039, -0.225402], [2.042744, 0.036583, -0.809502]], "forces_ev_per_a": [[0.0, 1.0, 0.1], [1.0, -0.5, -1.4], [0.3, -0.9, 0.9], [1.2, 0.3, -0.4], [-2.8, -0.3, 0.4], [-0.3, -0.7, 0.1], [0.0, 0.2, -0.2], [1.0, -0.8, -0.2], [-0.5, 1.8, 0.7]], "gap_ha": [0.2398, 0.2113], "relative_energy_kj_mol": 616.3, "total_charge": -1}

***

No. 2
{"formula": "C3HLiLuO4", "method": "the ωB97M-V functional and the def2-TZVPD basis", "species": ["O", "C", "O", "Lu", "O", "C", "C", "O", "Li", "H"], "coordinates": [[-0.894847, 2.213751, -0.684661], [-0.476806, 1.131312, -0.367323], [-0.985648, 0.035722, -0.113252], [-2.664520, 3.770459, -1.208170], [1.400006, 0.740892, -0.127219], [1.497106, -0.606528, 0.160690], [0.432744, -1.311093, 0.352296], [-0.047238, -2.453257, 0.560012], [-0.837794, -3.711806, 1.474402], [2.576998, 0.190548, -0.046775]], "forces_ev_per_a": [[-2.2, 4.7, -1.3], [1.5, -6.4, 1.7], [1.5, 2.5, -0.5], [2.1, -1.8, 0.6], [-2.4, 2.0, -0.7], [0.0, 3.0, -0.6], [0.2, -4.9, 0.8], [0.1, 2.8, -0.4], [0.1, -0.1, 0.0], [-1.0, -1.7, 0.4]], "gap_ha": [0.1535, 0.1077], "total_charge": 2, "multiplicity": 2, "s_squared": 0.752}

***

No. 3
{"formula": "C3HMgO", "method": "the ωB97M-V functional and the def2-TZVPD basis", "species": ["O", "C", "C", "C", "H", "Mg"], "coordinates": [[1.595878, -0.513127, -0.080991], [0.409736, -0.168840, -0.155729], [-0.769795, 0.263597, -0.222673], [-2.089290, -0.015865, -0.165548], [-2.561587, 0.479210, 0.705834], [3.415058, -0.044975, -0.080893]], "forces_ev_per_a": [[-4.0, 0.7, -0.1], [3.5, -0.8, -0.2], [-3.2, -1.5, -0.4], [3.5, 1.9, 1.2], [-1.0, -0.6, -0.6], [1.3, 0.2, 0.0]], "gap_ha": [0.2897, 0.1955], "relative_energy_kj_mol": 0.0, "total_charge": 1}

***

No. 4
{"formula": "C3HMnO2", "method": "the ωB97M-V functional and the def2-TZVPD basis", "species": ["O", "O", "C", "Mn", "C", "C", "H"], "coordinates": [[0.406609, -1.145096, -0.010328], [0.159034, 1.035752, -0.000431], [-0.335958, -0.126657, -0.093373], [2.002843, 0.146872, 0.023747], [-2.832063, 0.262715, 0.256526], [-1.793453, -0.285664, -0.226869], [-2.678811, -1.233111, -0.017885]], "forces_ev_per_a": [[1.2, -0.2, -0.2], [0.7, 0.2, -0.2], [-1.9, -0.9, 0.0], [-0.9, -0.1, 0.1], [-0.8, -0.2, -0.1], [0.0, -0.3, 0.7], [1.6, 1.4, -0.3]], "gap_ha": [0.2769, 0.2742], "relative_energy_kj_mol": 198.7, "total_charge": 1, "multiplicity": 6, "s_squared": 8.753}

***

No. 5
{"formula": "C3HN2O2", "method": "the ωB97M-V functional and the def2-TZVPD basis", "species": ["C", "C", "C", "N", "N", "O", "O", "H"], "coordinates": [[-1.697137, 1.227012, 0.044062], [0.332579, 0.009003, 0.048111], [0.325247, -1.498677, 0.017002], [-2.506548, 2.024075, 0.207968], [0.913135, 1.082924, -0.068448], [-0.265921, -1.963666, 0.987804], [0.977343, -1.961522, -0.931414], [1.921300, 1.080854, -0.305086]], "forces_ev_per_a": [[1.6, -2.6, 0.1], [-0.1, 5.1, -1.4], [-0.4, -1.5, 0.4], [-1.0, 1.2, 0.1], [0.7, -2.2, 0.1], [0.1, -0.3, -0.1], [-0.2, 0.6, 0.4], [-0.6, -0.3, 0.3]], "gap_ha": 0.3251, "relative_energy_kj_mol": 300.1, "total_charge": -1}

***

No. 6
{"formula": "C3HN3O", "method": "the ωB97M-V functional and the def2-TZVPD basis", "species": ["N", "C", "C", "C", "N", "N", "O", "H"], "coordinates": [[-2.159366, -1.480776, -1.026138], [-1.410520, -0.752915, -0.468418], [-0.340437, 0.080701, -0.084632], [0.876396, -0.408501, 0.343768], [1.535561, 0.743595, 0.584077], [0.873338, 1.797279, 0.270460], [-0.413858, 1.430867, -0.194228], [1.038886, -1.410250, 0.575112]], "forces_ev_per_a": [[2.3, 2.3, 2.2], [-3.0, -2.3, -2.9], [-0.4, -0.6, -0.3], [-3.5, 3.3, -0.7], [0.9, 2.3, -0.1], [1.2, -1.1, 0.6], [1.5, -2.7, 0.8], [1.0, -1.2, 0.3]], "gap_ha": 0.3718, "relative_energy_kj_mol": 114.7, "smiles": "N#Cc1cnno1"}

***

No. 7
{"formula": "C3HN3O", "method": "the ωB97M-V functional and the def2-TZVPD basis", "species": ["N", "C", "C", "N", "N", "C", "O", "H"], "coordinates": [[-3.159711, 0.052192, -0.069139], [-2.010785, 0.112046, 0.000518], [-0.541050, 0.170984, 0.140213], [0.089106, 1.255486, 0.045313], [1.466061, 0.862740, -0.039994], [1.500276, -0.415979, -0.084995], [0.230074, -0.966941, 0.065675], [2.426026, -1.070528, -0.057590]], "forces_ev_per_a": [[0.8, 0.1, 0.0], [0.7, -0.5, 0.6], [-1.6, -1.5, -1.1], [2.2, 0.4, 0.2], [-0.4, 0.4, -0.3], [-0.3, -0.4, 1.1], [0.3, 0.7, -0.2], [-1.7, 0.9, -0.2]], "gap_ha": 0.4215, "relative_energy_kj_mol": 0.0, "smiles": "N#Cc1nnco1"}

***

No. 8
{"formula": "C3HN3O2S", "method": "the ωB97M-V functional and the def2-TZVPD basis", "species": ["O", "C", "C", "C", "O", "N", "N", "N", "S", "H"], "coordinates": [[0.349981, 1.933111, -0.163254], [-0.563978, 1.251403, 0.035490], [-1.459818, 0.336473, 0.259363], [-1.086650, -1.019871, 0.056517], [-1.938597, -1.928245, 0.053105], [0.235126, -1.258972, -0.216328], [1.119186, -0.421628, -0.081204], [2.196643, -0.028291, -0.343191], [3.579492, 0.482814, 0.013771], [-2.431388, 0.653203, 0.385729]], "forces_ev_per_a": [[-1.2, 0.8, 0.1], [1.9, 1.4, -0.2], [0.3, 0.7, 0.0], [-2.9, -2.0, 0.1], [2.3, 1.7, 0.0], [0.8, -3.1, -0.9], [2.2, 1.3, -0.1], [-4.0, -1.9, 0.1], [2.6, 1.0, 0.5], [-2.0, 0.3, 0.4]], "gap_ha": 0.2791, "relative_energy_kj_mol": 112.9, "smiles": "O=C=CC(=O)/N=N/N=S"}

***

No. 9
{"formula": "C3HN3S", "method": "the ωB97M-V functional and the def2-TZVPD basis", "species": ["C", "C", "C", "N", "N", "N", "S", "H"], "coordinates": [[4.493223, -0.101326, 0.102050], [-0.023733, -0.113541, 0.177757], [2.261137, -0.325809, 0.182618], [5.615715, 0.044438, 0.060642], [0.383994, -1.333425, 0.192053], [1.708423, -1.463788, 0.192322], [1.253096, 1.067512, 0.165508], [-1.059531, 0.156883, 0.170439]], "forces_ev_per_a": [[-7.0, -0.7, 0.3], [0.4, 0.6, 0.0], [3.7, 0.4, -0.2], [2.4, 0.3, -0.1], [-1.8, -0.5, 0.0], [2.2, 0.3, 0.0], [0.3, -0.5, 0.0], [-0.3, 0.1, 0.0]], "gap_ha": 0.3438, "relative_energy_kj_mol": 243.9}

***

No. 10
{"formula": "C3HNO2", "method": "the ωB97M-V functional and the def2-TZVPD basis", "species": ["N", "C", "C", "O", "C", "O", "H"], "coordinates": [[2.436246, 0.278900, 0.503923], [1.199407, 0.328607, 0.420393], [0.058359, -0.055695, -0.196221], [0.246744, -0.318535, -1.439993], [-1.184750, -0.160646, 0.655764], [-2.290744, -0.023252, 0.133999], [-1.139812, 0.108405, 1.640876]], "forces_ev_per_a": [[-8.1, 0.8, 0.2], [12.6, 0.5, 1.9], [-1.7, -2.6, -6.2], [-2.0, 0.9, 4.6], [-3.3, 1.7, -4.4], [1.8, -1.1, 0.5], [0.9, -0.1, 3.2]], "gap_ha": 0.3208, "relative_energy_kj_mol": 184.5, "smiles": "N#CC(=O)C=O"}

***

No. 11
{"formula": "C3HNO2", "method": "the ωB97M-V functional and the def2-TZVPD basis", "species": ["N", "C", "C", "O", "C", "O", "H"], "coordinates": [[2.550382, -0.497597, 0.047094], [1.465831, -0.097844, 0.007624], [0.138181, 0.541033, -0.022354], [0.022927, 1.738482, -0.080760], [-1.102212, -0.352848, 0.014410], [-1.050384, -1.548981, -0.072242], [-2.033743, 0.235441, 0.109729]], "forces_ev_per_a": [[-1.1, 0.3, 0.0], [1.1, -0.3, 0.0], [0.0, 0.5, 0.0], [0.0, -0.6, 0.0], [-0.1, -0.5, 0.0], [0.1, 0.6, 0.1], [0.1, -0.1, 0.0]], "gap_ha": 0.3434, "relative_energy_kj_mol": 1.2, "smiles": "N#CC(=O)C=O"}

***

No. 12
{"formula": "C3HNO3S", "method": "the ωB97M-V functional and the def2-TZVPD basis", "species": ["H", "N", "C", "O", "S", "C", "C", "O", "O"], "coordinates": [[2.189669, -1.074436, 0.082171], [1.660481, -0.218209, -0.407520], [1.245244, 0.560382, 0.535335], [1.701789, 0.830746, 1.640320], [-0.053792, 1.754278, -0.188888], [-1.627976, 0.892704, -0.578789], [-1.622466, -0.690185, -0.573436], [-1.432361, -1.901729, -1.003529], [-2.060586, -0.153555, 0.494332]], "forces_ev_per_a": [[-0.9, 2.3, -1.0], [0.8, -3.6, 0.3], [0.6, 1.2, -1.5], [-0.2, 0.1, 1.8], [-1.0, -0.5, 0.4], [1.0, -1.6, -1.7], [1.9, -1.2, -2.8], [-1.2, 4.5, 1.9], [-1.0, -1.2, 2.6]], "gap_ha": 0.2117, "relative_energy_kj_mol": 346.8, "smiles": "[H]/N=C(\\[O-])SC1=C([O-])O1", "total_charge": -2}

***

- Which formula does entry 4 have?
  C3HMnO2